No. 1
{"formula": "C26H46AuI2N2O4P2S", "method": "ωB97M-V/def2-TZVPD", "symbols": ["Au", "I", "I", "S", "P", "P", "O", "O", "O", "O", "N", "N", "C", "C", "C", "C", "C", "C", "C", "C", "C", "C", "C", "C", "C", "C", "C", "C", "C", "C", "C", "C", "C", "C", "C", "C", "C", "C", "H", "H", "H", "H", "H", "H", "H", "H", "H", "H", "H", "H", "H", "H", "H", "H", "H", "H", "H", "H", "H", "H", "H", "H", "H", "H", "H", "H", "H", "H", "H", "H", "H", "H", "H", "H", "H", "H", "H", "H", "H", "H", "H", "H", "H", "H"], "positions_angstrom": [[-1.2557, 0.4796, -0.7639], [-4.6546, -2.9122, 4.8561], [-3.5964, -4.3822, -0.8885], [-3.2651, 2.8368, -0.6914], [-0.6124, 0.5167, -2.9828], [2.0026, -0.2548, 0.4334], [-2.6003, -1.4317, -0.8496], [-1.8028, 0.7898, -4.0127], [0.4656, 1.5732, -3.4183], [0.1337, -0.7880, -3.4787], [0.8790, 0.5694, -0.3442], [-2.2170, 0.3628, 1.1736], [-3.9867, -3.2962, 1.9474], [-2.5949, 1.0930, 3.4019], [3.2146, 0.1690, 3.0099], [-2.8464, -0.8119, 1.4376], [2.7181, -2.8765, 1.3935], [4.8695, -0.5061, 0.0924], [3.6505, 0.2875, -0.3755], [0.3123, 2.9568, -3.0670], [-0.5391, -2.0643, -3.4156], [-2.1044, 1.2851, 2.1083], [-3.3338, -1.1084, 2.7394], [0.7946, -0.4329, 2.9519], [2.1776, -2.5979, -1.0371], [3.8306, 1.7691, -0.0174], [-2.5885, 4.5193, -0.7084], [0.3486, -2.5208, 0.6012], [-3.1860, -0.1024, 3.7178], [-2.9844, -1.7366, 0.3383], [-3.5312, -2.9853, 0.6688], [1.4908, 1.8349, 2.2385], [1.9065, 0.3542, 2.2477], [3.5234, 0.2134, -1.9045], [-4.3757, 2.9767, -2.1114], [-3.9107, -2.3762, 2.9654], [1.8230, -2.1528, 0.3892], [-3.0874, 0.1479, -3.8743], [4.6209, 2.1873, -0.6432], [-3.5429, -0.2837, 4.7228], [1.0655, -1.4706, 3.1264], [-3.8524, 0.9185, -3.8339], [1.8176, -3.6169, -1.1925], [-4.4124, -4.2718, 2.1392], [-3.8020, 3.1697, -3.0167], [4.1315, 1.9112, 1.0191], [0.2332, -2.8269, -3.4517], [2.3026, 2.4964, 1.9484], [3.7596, -2.5674, 1.3133], [-1.1224, -2.1697, -2.4960], [1.1789, 2.1191, 3.2458], [-3.1445, -0.4662, -2.9717], [-2.4825, 1.8721, 4.1421], [1.6932, -1.9566, -1.7749], [4.8441, -1.5435, -0.2356], [4.0135, 0.7979, 2.6226], [-1.7586, 4.5519, -0.0055], [-2.2360, 4.7632, -1.7089], [5.7587, -0.0495, -0.3496], [-4.9097, 2.0332, -2.1953], [2.5669, 0.6075, -2.2413], [0.6545, 2.0003, 1.5577], [-5.0870, 3.7809, -1.9352], [-0.1384, -0.3943, 2.3922], [-0.2844, -1.9697, -0.0947], [3.2509, -2.6034, -1.2129], [0.0300, 3.0602, -2.0165], [1.2753, 3.4286, -3.2362], [3.5509, -0.8672, 3.0140], [4.9934, -0.4834, 1.1739], [2.3937, -2.7334, 2.4224], [2.9150, 2.3280, -0.2141], [-0.0050, -2.3447, 1.6140], [3.0419, 0.4646, 4.0475], [-3.3603, 5.2195, -0.3967], [-3.2512, -0.4741, -4.7514], [2.6746, -3.9478, 1.1847], [-1.1938, -2.1820, -4.2784], [-0.4391, 3.4235, -3.7032], [0.6172, 0.0253, 3.9273], [-1.6043, 2.2037, 1.8259], [3.6523, -0.7887, -2.3003], [0.2174, -3.5841, 0.3898], [4.3062, 0.8352, -2.3435]], "mulliken_charge": [1.322, 0.094, 0.020, 0.376, 0.494, 0.608, -0.466, -0.319, -0.290, -0.392, -0.710, 0.232, -0.346, -1.259, -1.930, 0.321, -1.870, -1.896, 2.083, -0.667, -0.664, -0.159, 0.906, -2.023, -1.766, -1.833, -1.044, -2.039, -0.756, -0.184, -0.480, -1.627, 2.141, -1.751, -1.094, -0.226, 2.364, -0.299, 0.648, 0.218, 0.238, 0.207, 0.653, 0.379, 0.270, 0.280, 0.337, 0.366, 0.294, 0.189, 0.513, -0.011, 0.453, 0.156, 0.304, 0.332, 0.312, 0.268, 0.527, 0.324, 0.299, 0.168, 0.465, 0.259, 0.223, 0.302, 0.181, 0.292, 0.316, 0.302, 0.328, 0.308, 0.266, 0.526, 0.420, 0.315, 0.522, 0.323, 0.295, 0.748, 0.506, 0.265, 0.692, 0.552], "s2": 2.01, "molar_mass_g_mol": 995.45, "spin_multiplicity": 3, "homo_ha": [-0.3584, -0.3570], "total_energy_ev": -88179.4572, "charge": 1, "gap_ev": [7.1, 5.3], "relative_energy_kj_mol": 81.5}


No. 2
{"formula": "C26H46F2N3O16S2Y", "method": "ωB97M-V/def2-TZVPD", "symbols": ["Y", "S", "S", "F", "F", "O", "O", "O", "O", "O", "O", "O", "O", "O", "O", "O", "O", "O", "O", "O", "O", "N", "N", "N", "C", "C", "C", "C", "C", "C", "C", "C", "C", "C", "C", "C", "C", "C", "C", "C", "C", "C", "C", "C", "C", "C", "C", "C", "C", "C", "H", "H", "H", "H", "H", "H", "H", "H", "H", "H", "H", "H", "H", "H", "H", "H", "H", "H", "H", "H", "H", "H", "H", "H", "H", "H", "H", "H", "H", "H", "H", "H", "H", "H", "H", "H", "H", "H", "H", "H", "H", "H", "H", "H", "H", "H"], "positions_angstrom": [[-23.1669, -6.6746, 22.4421], [-21.5897, -9.7225, 23.7237], [-23.0247, -10.0630, 21.8197], [-21.3451, -8.5492, 24.7721], [-23.9367, -9.2245, 20.7550], [-24.7501, -14.5372, 29.2988], [-25.3948, -7.3892, 22.6818], [-22.1743, -10.8059, 24.4744], [-19.8967, -7.7270, 19.5132], [-20.8347, -13.4553, 21.7223], [-20.6276, -15.6598, 21.9372], [-23.9995, -11.0342, 22.2247], [-22.8455, -13.3624, 29.0809], [-27.1449, -8.6579, 23.3046], [-21.9660, -10.4727, 20.9554], [-22.8232, -12.2648, 16.7468], [-21.8567, -7.2263, 20.5171], [-24.1554, -13.6116, 27.3317], [-19.0126, -14.5021, 20.9067], [-20.3107, -9.9325, 23.1535], [-23.7651, -11.2246, 18.5291], [-19.4170, -6.3929, 26.6640], [-23.6884, -6.9537, 24.9191], [-22.7145, -8.7917, 22.7359], [-19.1488, -7.3138, 20.6682], [-21.1876, -7.7008, 19.5819], [-20.0468, -14.4972, 21.4891], [-23.1605, -13.4858, 18.7591], [-22.3893, -11.4112, 14.5633], [-21.8663, -8.2818, 18.3873], [-18.8335, -6.8622, 25.7952], [-15.9965, -8.3522, 25.8744], [-26.8014, -8.7149, 24.7036], [-22.0937, -12.8025, 28.0315], [-18.0959, -7.5125, 24.6878], [-17.6805, -7.6644, 20.5006], [-25.6533, -9.6987, 24.9498], [-23.3198, -8.5812, 28.1058], [-26.4419, -8.0027, 22.4303], [-27.1457, -7.9744, 21.1227], [-23.9746, -13.9357, 28.6337], [-21.9167, -15.4036, 22.4962], [-23.0256, -8.5412, 29.5850], [-23.3689, -7.1024, 26.0126], [-23.3285, -12.2088, 17.9784], [-16.5621, -7.4404, 24.7837], [-22.8015, -11.0676, 15.9989], [-22.8761, -7.3336, 27.3531], [-21.9278, -13.8801, 22.5211], [-23.1740, -12.6652, 26.9314], [-23.0403, -13.3074, 19.8225], [-21.7998, -11.7826, 28.2800], [-22.7419, -13.0794, 26.0180], [-24.3543, -8.8835, 27.9124], [-22.8234, -9.4234, 27.6016], [-23.1763, -6.4726, 27.9665], [-23.2153, -9.4820, 30.0904], [-18.4500, -7.0377, 23.7707], [-22.6616, -7.6614, 17.9675], [-24.8418, -9.6556, 24.2299], [-16.0163, -7.8854, 26.8593], [-16.1928, -6.4247, 24.9068], [-23.5582, -11.6603, 26.7700], [-17.1745, -7.3414, 21.4082], [-26.4648, -7.7563, 20.3028], [-25.3034, -9.5483, 25.9737], [-22.1495, -10.4832, 14.0498], [-22.0567, -15.7747, 23.5101], [-17.2825, -7.1440, 19.6310], [-27.7131, -9.0878, 25.1658], [-21.2028, -8.4776, 17.5512], [-22.3990, -9.1725, 18.7381], [-21.9990, -8.2006, 29.7473], [-26.6335, -7.7530, 25.1902], [-14.9759, -8.6570, 25.6467], [-17.5731, -8.7369, 20.3469], [-19.2516, -6.2286, 20.7761], [-22.2361, -14.0125, 18.4976], [-21.7581, -13.5428, 23.5463], [-21.7847, -7.2360, 27.2926], [-22.8430, -13.4046, 22.1737], [-22.1173, -10.3064, 16.3858], [-23.9302, -14.2140, 18.5010], [-16.5290, -9.3007, 25.9884], [-27.6759, -8.8999, 20.9132], [-16.1983, -7.8342, 23.8329], [-26.0476, -10.7153, 24.9738], [-18.3625, -8.5698, 24.7079], [-23.1691, -11.9700, 14.0500], [-27.9150, -7.2012, 21.2011], [-21.5272, -12.0756, 14.6274], [-23.6080, -7.7478, 30.0620], [-19.4903, -7.7383, 21.6173], [-23.7694, -10.5572, 15.9736], [-22.7243, -15.8277, 21.8993], [-21.2668, -13.4426, 27.7331]], "mulliken_charge": [2.003, 0.781, 0.864, -0.271, -0.403, -0.488, -0.586, -0.337, -0.257, -0.115, -0.362, -0.582, -0.353, -0.259, -0.488, -0.330, -0.526, -0.386, -0.526, -0.461, -0.546, -0.519, -0.269, 0.093, 0.379, 0.668, 0.458, -0.693, -1.315, -0.719, 0.166, -1.291, -0.716, -0.314, 0.412, -1.335, -0.047, 0.361, 0.937, -1.129, 0.547, -0.366, -1.613, 0.114, 0.729, -0.528, 0.327, -0.335, -0.014, 0.793, -0.150, 0.304, -0.100, 0.199, -0.098, 0.512, 0.409, -0.078, 0.400, -0.010, 0.325, 0.404, -0.273, 0.297, 0.307, -0.222, 0.388, 0.324, 0.402, 0.393, 0.429, 0.043, 0.387, 0.305, 0.386, 0.362, 0.335, 0.407, 0.051, 0.224, 0.204, -0.160, 0.404, 0.318, 0.361, 0.255, 0.536, 0.187, 0.332, 0.360, 0.330, 0.430, -0.241, 0.331, 0.265, 0.272], "molar_mass_g_mol": 847.69, "homo_ha": -0.5276, "total_energy_ev": -93072.2014, "charge": 2, "gap_ev": 6.1}